(1)
Below is a 3-piece molecular cluster, CH11N5 overall at a distorted geometry, with properties calculated with the ωB97M-V functional and the def2-TZVPD basis.

Atoms and positions in Å:
C (-1.5013, -0.1013, -0.3300)
N (-0.2020, -1.6223, 0.0295)
N (-0.2214, -2.3542, -1.1370)
H (-0.7963, -2.0731, 0.7263)
H (0.6808, -2.4279, -1.5962)
H (-0.9113, -2.0609, -1.8354)
H (-2.3383, -0.7909, -0.4555)
H (-1.0753, 0.1016, -1.3109)
H (-2.0279, 0.7920, 0.0201)
N (0.6137, 1.1087, 1.0863)
N (0.6786, 2.4597, 0.6566)
N (1.8318, 0.5048, 0.7796)
H (-0.2163, 0.5678, 0.5039)
H (1.6256, 2.8012, 0.8142)
H (0.0759, 2.9964, 1.2767)
H (2.0667, 0.5884, -0.2132)
H (1.7171, -0.4902, 0.9849)

Properties
HOMO level (alpha / beta) = -7.157 / -7.158 eV
spin multiplicity = 1
frontier orbital gap (alpha / beta) = 7.30 / 7.30 eV

=====

(2)
Below is a 2-piece molecular cluster, C4BrF6N overall at a distorted geometry, with properties calculated with the ωB97M-V functional and the def2-TZVPD basis.

Atoms and positions in Å:
C (0.7531, -0.6218, -1.9795)
C (-0.3888, -0.0170, 0.0935)
C (0.1242, -1.1040, 0.9994)
C (-0.0911, 1.4468, 0.0904)
N (1.1119, -1.2506, -2.8493)
F (1.3770, -0.8398, 1.3918)
F (0.0344, -2.2587, 0.3528)
F (-0.5733, -1.1883, 2.1740)
F (-0.9551, 2.1841, 0.8359)
F (1.1094, 1.8654, 0.4066)
F (-0.2900, 1.9158, -1.1293)
Br (-2.2117, -0.1318, -0.3861)

Properties
HOMO level = -11.560 eV
spin multiplicity = 1
frontier orbital gap = 8.00 eV

=====

(3)
Below is C34H40F5O3PtSe as an isolated structure at a distorted geometry, with properties calculated with the ωB97M-V functional and the def2-TZVPD basis.

Atoms and positions in Å:
Pt (0.4034, 1.3477, -2.6410)
C (-0.6654, -6.1512, -0.3053)
C (-1.5399, -4.9091, -0.4753)
C (-2.1270, -4.5453, 0.8959)
C (-2.6865, -5.2567, -1.4341)
C (-0.7523, -3.7239, -1.0308)
C (-1.3798, -2.5048, -1.2416)
C (-0.6739, -1.4393, -1.7669)
Se (-1.5434, 0.2502, -1.9614)
C (-1.5433, 1.0391, -0.2189)
C (-2.4567, 0.5849, 0.7228)
C (-2.4477, 1.1049, 2.0028)
C (-1.4705, 2.0733, 2.2688)
C (-0.5528, 2.5615, 1.3555)
C (-0.6138, 2.0714, 0.0144)
O (0.1499, 2.5633, -0.9217)
C (0.4601, 3.6087, 1.8580)
C (1.5243, 4.0423, 0.8416)
C (1.2140, 3.0304, 3.0674)
C (-0.3016, 4.8691, 2.2958)
C (-3.4152, 0.6702, 3.0998)
C (-4.3952, -0.3927, 2.6032)
C (-2.6311, 0.0799, 4.2800)
C (-4.2232, 1.8810, 3.5860)
C (0.6713, -1.5171, -2.1928)
O (1.2652, -0.5484, -2.8411)
C (1.3488, -2.7275, -1.8778)
C (0.6071, -3.7746, -1.3407)
C (2.8507, -2.9756, -2.1093)
C (3.4846, -3.4661, -0.7962)
C (3.6541, -1.7474, -2.5518)
C (3.0200, -4.0607, -3.1833)
H (-1.2710, -6.9722, 0.0858)
H (-0.2374, -6.4739, -1.2563)
H (0.1514, -5.9750, 0.3972)
H (-2.6799, -5.3904, 1.3155)
H (-1.3319, -4.2721, 1.5922)
H (-2.8099, -3.6974, 0.8241)
H (-3.2590, -6.1090, -1.0571)
H (-3.3702, -4.4155, -1.5558)
H (-2.2952, -5.5134, -2.4205)
H (-2.4269, -2.3676, -0.9918)
H (-3.1631, -0.1833, 0.4339)
H (-1.4258, 2.4722, 3.2767)
H (2.1047, 3.1975, 0.4734)
H (1.0900, 4.5377, -0.0234)
H (2.2023, 4.7400, 1.3434)
H (1.7545, 2.1268, 2.7797)
H (1.9400, 3.7601, 3.4353)
H (0.5482, 2.7754, 3.8928)
H (-0.8568, 5.2876, 1.4542)
H (-1.0119, 4.6578, 3.0974)
H (0.4001, 5.6279, 2.6528)
H (-3.8740, -1.2936, 2.2727)
H (-5.0710, -0.6756, 3.4135)
H (-5.0012, -0.0228, 1.7736)
H (-2.0345, -0.7737, 3.9531)
H (-1.9524, 0.8151, 4.7149)
H (-3.3140, -0.2550, 5.0660)
H (-4.7850, 2.3229, 2.7610)
H (-4.9299, 1.5829, 4.3658)
H (-3.5724, 2.6535, 3.9978)
H (1.1360, -4.6980, -1.1456)
H (3.3669, -2.7128, -0.0151)
H (3.0431, -4.3961, -0.4366)
H (4.5536, -3.6396, -0.9444)
H (3.5707, -0.9290, -1.8379)
H (4.7063, -2.0410, -2.6225)
H (3.3293, -1.3647, -3.5146)
H (2.5544, -5.0022, -2.8846)
H (2.5624, -3.7397, -4.1210)
H (4.0816, -4.2476, -3.3677)
F (3.3382, 7.4911, -2.0675)
C (3.0189, 6.2091, -2.3181)
C (1.7174, 5.8486, -2.6083)
F (0.7592, 6.7878, -2.6288)
C (1.3943, 4.5334, -2.8924)
F (0.1161, 4.2754, -3.2107)
C (2.3467, 3.5061, -2.8786)
O (2.1206, 2.2403, -3.1510)
C (3.6547, 3.9114, -2.5739)
F (4.6283, 2.9911, -2.5263)
C (3.9888, 5.2242, -2.3049)
F (5.2605, 5.5474, -2.0193)

Properties
HOMO level = -4.587 eV
spin multiplicity = 1
charge = -1
frontier orbital gap = 6.90 eV

=====

Electronic energy (eV)
-8659.4056, -91981.1153, -124231.6681
ΔE to the lowest compared entry with this formula, charge and spin (eV)
4.734, 1.389, 0.856